1.
{"formula": "C4H13N3", "method": "ωB97M-V/def2-TZVPD", "symbols": ["C", "C", "C", "N", "N", "C", "N", "H", "H", "H", "H", "H", "H", "H", "H", "H", "H", "H", "H", "H"], "positions_angstrom": [[1.01310, -0.88438, 0.08064], [-0.34909, -1.01195, 0.81766], [-0.75534, 0.40332, 1.38218], [0.09998, 0.62727, 2.52455], [2.03547, -0.58838, 1.04287], [-0.42747, 0.65788, -2.80872], [-1.13169, 0.50363, -1.55922], [1.17094, -1.71840, -0.62205], [0.91790, -0.04389, -0.66580], [-1.20645, -1.30881, 0.20519], [-0.43215, -1.56788, 1.75567], [-0.48388, 0.97606, 0.45340], [-1.75536, 0.43938, 1.80094], [1.03483, 0.26240, 2.32243], [0.36191, 1.54638, 2.90337], [2.72262, -1.31074, 0.91123], [0.20060, -0.14328, -2.44007], [-1.01931, 0.23004, -3.64553], [-0.11626, 1.72169, -2.98191], [-1.88037, 1.20968, -1.47683]], "total_energy_ha": -324.14901, "multiplicity": 1, "largest_force_ev_per_a": 3.18, "homo_ev": -7.270, "relative_energy_kcal_mol": 204.5}

2.
{"formula": "C4H8O2", "method": "ωB97M-V/def2-TZVPD", "symbols": ["C", "O", "C", "C", "C", "O", "H", "H", "H", "H", "H", "H", "H", "H"], "positions_angstrom": [[-2.33172, 0.36927, -0.19830], [-1.13196, -0.32317, -0.43459], [-0.18611, -0.11016, 0.57132], [0.96247, -1.09426, 0.43966], [2.26475, -0.14099, -0.47957], [2.11519, -0.42962, 0.90091], [-2.82679, 0.01384, 0.71984], [-2.16417, 1.45500, -0.10632], [-2.98605, 0.17924, -1.05226], [-0.57459, -0.40398, 1.56848], [0.10843, 0.95575, 0.64527], [1.52248, -0.87682, -0.99293], [1.99151, 0.88254, -0.74079], [3.23656, -0.47664, -0.84072]], "total_energy_ha": -307.49799, "multiplicity": 1, "largest_force_ev_per_a": 0.49, "homo_ev": -8.463, "relative_energy_kcal_mol": 134.6}

3.
{"formula": "C2H12N2O3", "method": "ωB97M-V/def2-TZVPD", "symbols": ["H", "N", "C", "N", "C", "H", "H", "H", "H", "H", "O", "H", "H", "O", "H", "H", "O", "H", "H"], "positions_angstrom": [[2.52696, 1.27612, 1.55735], [1.85758, 0.52672, 1.45645], [1.46774, 0.30173, 0.28247], [0.64862, -0.76591, -0.05745], [0.37433, -1.06044, -1.45290], [1.69101, 0.81959, -0.65033], [0.65595, -1.53257, 0.60428], [-0.39250, -1.83157, -1.51857], [-0.07204, -0.13723, -1.87362], [1.24184, -1.39813, -2.01344], [-2.60832, -0.86022, -1.33492], [-2.75517, -1.65225, -0.80332], [-3.50812, -0.51057, -1.43172], [-0.54286, 2.24415, -1.43562], [-1.15665, 1.49910, -1.48851], [-0.92260, 3.06082, -1.11938], [0.22996, 0.26766, 3.92229], [0.73860, 0.33974, 3.09221], [0.52568, -0.58673, 4.26474]], "total_energy_ha": -418.60996, "multiplicity": 1, "largest_force_ev_per_a": 2.25, "homo_ev": -8.930, "relative_energy_kcal_mol": 18.3}

Which formula does entry 1 have?
C4H13N3

What did the third record say?
{"formula": "C2H12N2O3", "method": "ωB97M-V/def2-TZVPD", "symbols": ["H", "N", "C", "N", "C", "H", "H", "H", "H", "H", "O", "H", "H", "O", "H", "H", "O", "H", "H"], "positions_angstrom": [[2.52696, 1.27612, 1.55735], [1.85758, 0.52672, 1.45645], [1.46774, 0.30173, 0.28247], [0.64862, -0.76591, -0.05745], [0.37433, -1.06044, -1.45290], [1.69101, 0.81959, -0.65033], [0.65595, -1.53257, 0.60428], [-0.39250, -1.83157, -1.51857], [-0.07204, -0.13723, -1.87362], [1.24184, -1.39813, -2.01344], [-2.60832, -0.86022, -1.33492], [-2.75517, -1.65225, -0.80332], [-3.50812, -0.51057, -1.43172], [-0.54286, 2.24415, -1.43562], [-1.15665, 1.49910, -1.48851], [-0.92260, 3.06082, -1.11938], [0.22996, 0.26766, 3.92229], [0.73860, 0.33974, 3.09221], [0.52568, -0.58673, 4.26474]], "total_energy_ha": -418.60996, "multiplicity": 1, "largest_force_ev_per_a": 2.25, "homo_ev": -8.930, "relative_energy_kcal_mol": 18.3}